Record 1
The following is a DFT calculation (ωB97M-V/def2-TZVPD) of a molecular structure, C4H6N2O.

Calculated values
HOMO level	-8.82	eV
energy	-9270.8260	eV
energy relative to the best compared isomer or geometry (same formula, charge and spin)	61.7	kcal per mole

Atoms and positions in Å:
C -0.536 1.759 -1.124
C -0.045 0.481 -0.512
N 1.249 0.206 -0.279
C 1.238 -0.776 0.631
C -0.074 -1.126 0.952
O -0.555 -2.116 1.738
N -0.932 -0.334 0.290
H 0.135 2.054 -1.935
H -0.544 2.554 -0.371
H -1.551 1.649 -1.512
H 2.156 -1.226 0.995
H 0.190 -2.620 2.088
H -0.730 -0.506 -0.959


Record 2
The following is a DFT calculation (ωB97M-V/def2-TZVPD) of a gas-phase ion, C2H6NO (charge -1) in a non-equilibrium geometry.

Calculated values
HOMO level	-2.28	eV
total charge	-1
energy	-5707.4488	eV
SMILES string	CNC[O-]
energy relative to the best compared isomer or geometry (same formula, charge and spin)	20.5	kcal per mole

Atoms and positions in Å:
C 0.996 0.481 0.541
N -0.276 0.620 -0.086
C -0.943 -0.653 -0.382
O -1.316 -0.581 -1.720
H 0.750 0.249 1.621
H 1.598 1.413 0.440
H 1.413 -0.486 0.179
H -0.278 1.097 -0.913
H -1.757 -0.799 0.450
H -0.186 -1.340 -0.131


Record 3
The following is a DFT calculation (ωB97M-V/def2-TZVPD) of C23H31NO4 in the gas phase.

Calculated values
HOMO level	-8.05	eV
energy	-34033.0707	eV
SMILES string	COc1cc(CN2CCC(CO)(CCOc3ccccc3)CC2)cc(OC)c1
energy relative to the best compared isomer or geometry (same formula, charge and spin)	83.7	kcal per mole

Atoms and positions in Å:
C 0.103 -3.766 1.848
H -0.541 -4.633 1.671
O -0.646 -2.618 2.161
C -1.533 -2.138 1.242
C -1.751 -2.706 -0.008
C -2.684 -2.131 -0.864
C -3.370 -0.982 -0.479
C -3.136 -0.400 0.758
C -2.234 -0.997 1.624
H -2.054 -0.593 2.608
C -3.826 0.892 1.139
N -3.137 2.130 0.827
C -2.984 2.473 -0.568
C -1.752 1.853 -1.242
H -1.680 2.225 -2.266
H -1.895 0.773 -1.286
C -0.441 2.142 -0.489
C -0.642 1.830 1.001
C -1.936 2.430 1.572
H -2.067 2.085 2.599
H -1.844 3.522 1.601
H 0.198 2.229 1.571
H -0.670 0.748 1.127
C 0.658 1.237 -1.094
C 1.835 0.898 -0.178
H 1.527 0.174 0.586
O 2.838 0.331 -1.002
C 3.990 -0.110 -0.425
C 4.930 -0.664 -1.296
C 6.132 -1.138 -0.816
C 6.420 -1.071 0.539
C 5.491 -0.524 1.403
C 4.280 -0.043 0.934
H 3.576 0.381 1.632
H 5.705 -0.465 2.460
H 7.362 -1.442 0.915
H 6.850 -1.563 -1.502
H 4.690 -0.708 -2.347
H 2.227 1.789 0.328
H 1.059 1.706 -1.998
H 0.211 0.290 -1.404
C -0.063 3.628 -0.688
O 1.190 3.990 -0.161
H 1.878 3.592 -0.705
H -0.782 4.266 -0.172
H -0.107 3.866 -1.761
H -3.883 2.162 -1.104
H -2.922 3.566 -0.626
H -4.797 0.939 0.637
H -4.003 0.896 2.219
H -4.085 -0.560 -1.167
O -2.991 -2.611 -2.103
C -2.354 -3.780 -2.555
H -2.564 -4.633 -1.901
H -1.271 -3.643 -2.639
H -2.767 -3.977 -3.543
H -1.209 -3.587 -0.307
H 0.729 -3.956 2.718
H 0.744 -3.603 0.974


Record 4
The following is a DFT calculation (ωB97M-V/def2-TZVPD) of a gas-phase ion, C7H12NO4 (charge -1) in a non-equilibrium geometry.

Calculated values
HOMO level	-4.34	eV
total charge	-1
energy	-17135.5705	eV
SMILES string	CC(=O)OCCC[C@H](N)C(=O)[O-]
energy relative to the best compared isomer or geometry (same formula, charge and spin)	0.0	kcal per mole

Atoms and positions in Å:
C -1.290 -1.694 -1.864
C -1.881 -1.328 -0.529
O -3.060 -1.243 -0.289
O -0.916 -1.123 0.394
C -1.255 -0.253 1.487
C -0.043 0.606 1.897
C 1.287 0.363 1.162
C 1.299 0.580 -0.366
N 2.661 0.966 -0.777
C 0.229 1.621 -0.816
O -0.716 1.102 -1.455
O 0.306 2.763 -0.332
H -0.477 -2.420 -1.747
H -0.883 -0.771 -2.297
H -2.077 -2.097 -2.508
H -1.619 -0.862 2.329
H -2.080 0.373 1.140
H 0.152 0.458 2.970
H -0.321 1.659 1.758
H 2.026 1.049 1.602
H 1.629 -0.667 1.365
H 1.005 -0.363 -0.842
H 3.317 0.244 -0.496
H 2.707 1.035 -1.787


Record 5
The following is a DFT calculation (ωB97M-V/def2-TZVPD) of a molecular structure, C32H48AsBrNO6RuS4Si2.

Calculated values
2S+1	2
HOMO level (spin up / spin down)	-1.70 / -1.69	eV
total charge	-2
energy	-240304.5392	eV
energy relative to the best compared isomer or geometry (same formula, charge and spin)	46.7	kcal per mole

Atoms and positions in Å:
Ru -0.160 0.232 -1.265
S -0.875 -2.009 -1.225
C 0.450 -3.054 -1.664
C 0.281 -4.438 -1.741
C 1.354 -5.268 -2.024
C 2.616 -4.718 -2.237
C 2.789 -3.345 -2.174
C 1.715 -2.496 -1.887
S 1.931 -0.761 -1.835
H -0.705 -4.853 -1.563
H 1.209 -6.342 -2.074
H 3.461 -5.360 -2.460
H 3.764 -2.902 -2.351
C 2.506 3.759 -5.073
Si 1.132 2.925 -6.023
C 0.060 4.270 -6.789
C 1.920 1.955 -7.434
C 0.017 1.756 -5.089
C -1.014 1.155 -5.805
C -1.897 0.272 -5.204
C -1.717 -0.032 -3.867
N -0.726 0.519 -3.174
C 0.114 1.424 -3.726
S 1.163 2.064 -2.522
H 3.075 4.398 -5.756
H 3.180 3.028 -4.625
H 2.113 4.369 -4.259
H 0.656 4.943 -7.412
H -0.418 4.862 -6.006
H -0.733 3.846 -7.410
H 2.542 2.601 -8.060
H 1.162 1.491 -8.070
H 2.550 1.156 -7.037
H -1.141 1.388 -6.860
H -2.723 -0.170 -5.743
H -2.388 -0.684 -3.328
O -4.287 -0.865 0.376
As -3.625 0.425 -0.682
O -4.092 0.098 -2.217
O -2.000 0.356 -0.244
C -4.606 1.884 0.081
C -5.983 1.810 -0.118
C -6.842 2.738 0.448
C -6.307 3.764 1.226
C -4.943 3.859 1.415
C -4.056 2.923 0.848
S -1.629 3.524 -0.383
O -2.414 3.025 -1.514
O -2.756 3.055 1.065
O -0.487 2.691 -0.049
H -3.648 -1.588 0.316
H -6.374 1.005 -0.730
H -7.911 2.664 0.288
H -6.963 4.500 1.680
H -4.511 4.659 2.004
C 3.947 0.086 3.527
C 3.126 -1.129 3.070
C 3.542 -1.399 1.616
C 3.545 -2.339 3.921
Si 1.235 -0.781 3.212
Br 0.691 0.656 1.579
C 0.779 0.182 4.827
C 1.424 -0.464 6.065
C -0.742 0.195 5.036
C 1.202 1.659 4.773
C 0.155 -2.333 2.935
C -1.274 -1.965 2.487
C 0.059 -3.219 4.186
C 0.779 -3.157 1.802
H 5.007 -0.118 3.334
H 3.842 0.294 4.592
H 3.677 0.983 2.966
H 4.630 -1.534 1.588
H 3.288 -0.575 0.950
H 3.087 -2.292 1.190
H 4.632 -2.467 3.847
H 3.086 -3.260 3.562
H 3.297 -2.224 4.978
H 1.182 -1.524 6.157
H 1.053 0.039 6.966
H 2.511 -0.367 6.061
H -1.139 -0.796 5.254
H -1.269 0.595 4.168
H -0.972 0.838 5.894
H 2.268 1.800 4.619
H 0.936 2.131 5.726
H 0.678 2.191 3.977
H -1.838 -1.422 3.242
H -1.811 -2.897 2.275
H -1.272 -1.380 1.568
H -0.488 -2.731 4.995
H 1.037 -3.518 4.571
H -0.488 -4.133 3.928
H 0.957 -2.554 0.912
H 0.089 -3.954 1.510
H 1.720 -3.626 2.098


Record 6
The following is a DFT calculation (ωB97M-V/def2-TZVPD) of 10 unconnected molecules or ions with the total composition H20O10 in a non-equilibrium geometry.

Calculated values
HOMO level	-10.71	eV
energy	-20797.2728	eV
SMILES string	O.O.O.O.O.O.O.O.O.O
energy relative to the best compared isomer or geometry (same formula, charge and spin)	123.1	kcal per mole

Atoms and positions in Å:
O 1.854 -0.320 -0.410
H 1.014 -0.016 -0.824
H 2.041 0.468 0.018
O -0.968 -1.345 -3.301
H -1.467 -2.159 -3.068
H -0.323 -1.255 -2.768
O 1.052 -3.020 -0.107
H 1.367 -2.918 -0.960
H 1.554 -2.690 0.565
O 0.156 3.026 2.682
H -0.156 3.935 2.350
H -0.255 2.449 2.060
O -0.602 0.754 1.527
H -0.134 0.044 2.188
H -1.262 0.163 1.129
O -2.096 -2.828 -0.804
H -2.320 -2.859 0.135
H -1.532 -3.601 -0.834
O 4.297 1.419 -0.471
H 3.658 0.648 -0.498
H 3.767 1.865 -1.049
O -3.307 0.825 0.462
H -3.876 1.285 -0.074
H -3.753 0.941 1.325
O 2.433 -1.196 2.062
H 2.458 -1.304 1.003
H 3.312 -0.716 2.165
O -2.202 3.069 -1.327
H -2.589 3.094 -2.189
H -2.120 2.242 -0.988


Record 7
The following is a DFT calculation (ωB97M-V/def2-TZVPD) of 7 unconnected molecules or ions with the total composition C47H62BrCl12INO6P in a non-equilibrium geometry.

Calculated values
HOMO level	-7.29	eV
energy	-301222.2051	eV
SMILES string	CCP(CC)c1cc(Br)c(C[C@@H](C)OCc2ccccc2)c2c1C(=O)c1cc(CC(=O)N(C)C)c(CCC(=O)O)c(I)c1C2=O.ClCCCl.ClCCCl.ClCCCl.ClCCCl.ClCCCl.ClCCCl

Atoms and positions in Å:
C -4.926 1.989 -2.553
C -3.433 1.791 -2.252
P -2.559 0.804 -3.538
C -3.746 -0.256 -4.431
C -4.633 -1.235 -3.613
C -1.368 -0.300 -2.747
C -1.393 -1.662 -3.047
C -0.462 -2.537 -2.526
Br -0.598 -4.333 -3.112
C 0.550 -2.153 -1.648
C 1.562 -3.109 -1.053
C 1.046 -4.268 -0.156
C -0.364 -4.077 0.388
O 1.115 -5.557 -0.747
C 2.392 -6.155 -0.719
C 3.226 -5.862 -1.945
C 2.694 -6.075 -3.215
C 3.445 -5.784 -4.340
C 4.734 -5.286 -4.209
C 5.281 -5.095 -2.950
C 4.518 -5.380 -1.823
C 0.578 -0.780 -1.349
C -0.369 0.123 -1.861
C -0.266 1.543 -1.418
O -0.528 2.493 -2.124
C 0.188 1.728 -0.011
C -0.326 2.756 0.756
C 0.103 2.930 2.060
C -0.477 4.070 2.861
C -0.923 5.253 2.037
O -2.048 5.681 2.111
N 0.098 5.845 1.215
C -0.354 5.960 -0.199
C 0.351 7.203 1.742
C 1.042 2.044 2.613
C 1.494 2.239 4.039
C 0.429 1.948 5.135
C -0.525 0.848 4.755
O -1.431 0.980 3.970
O -0.301 -0.326 5.396
C 1.555 1.004 1.825
I 2.945 -0.354 2.623
C 1.127 0.850 0.505
C 1.625 -0.186 -0.453
O 2.799 -0.470 -0.523
H -5.243 2.935 -2.113
H -5.540 1.179 -2.170
H -5.085 2.110 -3.624
H -2.962 2.772 -2.279
H -3.294 1.410 -1.237
H -3.186 -0.756 -5.220
H -4.398 0.457 -4.934
H -5.677 -0.935 -3.683
H -4.524 -2.254 -3.976
H -4.371 -1.188 -2.556
H -2.155 -2.045 -3.709
H 2.175 -3.481 -1.875
H 2.225 -2.530 -0.424
H 1.704 -4.269 0.720
H -0.427 -4.605 1.342
H -1.109 -4.532 -0.260
H -0.582 -3.031 0.597
H 2.961 -5.877 0.175
H 2.224 -7.233 -0.663
H 1.689 -6.466 -3.299
H 3.031 -5.947 -5.326
H 5.320 -5.038 -5.084
H 6.292 -4.724 -2.854
H 4.954 -5.225 -0.843
H -1.063 3.401 0.301
H -1.300 3.740 3.493
H 0.305 4.462 3.521
H -0.336 6.997 -0.527
H 0.338 5.399 -0.829
H -1.341 5.530 -0.343
H -0.538 7.828 1.604
H 1.155 7.653 1.165
H 0.620 7.170 2.797
H 2.399 1.682 4.246
H 1.758 3.295 4.134
H -0.129 2.863 5.317
H 0.982 1.649 6.017
H -1.187 -0.670 5.612
Cl -1.471 -7.007 -5.685
C -2.773 -7.458 -4.551
C -4.061 -6.734 -4.848
Cl -3.926 -4.991 -4.511
H -2.424 -7.243 -3.545
H -2.925 -8.532 -4.650
H -4.853 -7.126 -4.212
H -4.356 -6.852 -5.888
Cl 8.986 -2.299 2.416
C 7.689 -1.294 1.716
C 6.900 -0.566 2.771
Cl 5.922 -1.676 3.766
H 7.050 -1.941 1.122
H 8.167 -0.571 1.057
H 6.203 0.123 2.293
H 7.547 -0.004 3.440
Cl -1.552 10.381 0.213
C -0.319 11.247 1.164
C 0.956 11.450 0.386
Cl 1.813 9.915 0.091
H -0.142 10.681 2.075
H -0.741 12.214 1.428
H 1.634 12.088 0.950
H 0.760 11.912 -0.577
Cl -3.932 -0.850 -9.110
C -2.359 -1.686 -9.190
C -2.327 -2.914 -8.319
Cl -2.382 -2.498 -6.587
H -1.590 -0.975 -8.900
H -2.201 -1.972 -10.229
H -1.400 -3.460 -8.487
H -3.164 -3.574 -8.529
Cl 3.049 2.587 7.455
C 3.055 1.679 8.990
C 3.281 0.208 8.758
Cl 1.904 -0.539 7.913
H 2.107 1.863 9.487
H 3.857 2.087 9.603
H 3.396 -0.300 9.714
H 4.172 0.035 8.159
Cl -3.098 -1.785 5.909
C -4.383 -0.952 4.988
C -5.426 -0.347 5.890
Cl -6.396 -1.587 6.727
H -4.816 -1.677 4.304
H -3.894 -0.170 4.407
H -6.114 0.250 5.294
H -4.975 0.289 6.647


Record 8
The following is a DFT calculation (ωB97M-V/def2-TZVPD) of a molecular structure, C32H51FeN4OP2S in a non-equilibrium geometry.

Calculated values
2S+1	5
HOMO level (spin up / spin down)	-8.11 / -10.23	eV
total charge	+1
energy	-105813.2183	eV
energy relative to the best compared isomer or geometry (same formula, charge and spin)	9.2	kcal per mole

Atoms and positions in Å:
C -1.571 2.691 0.586
C -0.090 2.838 -1.234
C -1.952 4.020 0.415
C -0.405 4.176 -1.422
C -1.358 4.780 -0.592
H -2.681 4.443 1.106
H 0.110 4.732 -2.207
H -1.616 5.830 -0.734
N -0.716 2.096 -0.282
P -0.717 0.591 2.204
P 0.589 0.337 -2.350
C -2.027 1.838 1.753
H -2.286 2.458 2.624
H -2.938 1.286 1.464
C 1.065 2.125 -1.891
H 1.435 2.684 -2.752
C 2.220 -0.411 -3.034
C -0.715 0.439 -3.700
C 0.552 1.558 3.265
C -1.676 -0.624 3.337
C 2.841 -1.327 -1.958
H 2.287 -2.269 -1.856
H 3.873 -1.569 -2.260
H 2.890 -0.843 -0.973
C 1.960 -1.271 -4.283
H 1.328 -2.140 -4.061
H 1.518 -0.692 -5.103
H 2.931 -1.652 -4.638
C 3.256 0.674 -3.404
H 3.988 0.232 -4.099
H 2.823 1.545 -3.909
H 3.812 1.019 -2.522
C -1.126 -1.020 -4.047
H -0.861 -1.738 -3.255
H -2.216 -1.073 -4.175
H -0.668 -1.354 -4.988
C -1.949 1.198 -3.161
H -2.236 0.869 -2.155
H -1.783 2.282 -3.155
H -2.803 0.983 -3.822
C -0.146 1.204 -4.920
H 0.876 1.588 -4.786
H -0.161 0.574 -5.819
H -0.786 2.073 -5.132
C -0.676 -1.708 3.812
H -1.195 -2.673 3.940
H 0.151 -1.863 3.099
H -0.244 -1.455 4.791
C -2.803 -1.292 2.522
H -3.458 -0.559 2.033
H -2.415 -1.974 1.754
H -3.412 -1.901 3.213
C -2.352 0.072 4.548
H -3.336 -0.393 4.725
H -1.772 -0.065 5.471
H -2.536 1.142 4.391
C 1.232 2.670 2.419
H 1.237 3.621 2.975
H 2.269 2.400 2.176
H 0.724 2.866 1.469
C 1.628 0.555 3.732
H 1.964 -0.094 2.909
H 2.506 1.115 4.094
H 1.280 -0.072 4.564
C -0.083 2.247 4.490
H -0.878 2.949 4.201
H -0.472 1.534 5.226
H 0.706 2.830 4.993
Fe 0.077 0.232 -0.001
C -1.393 -0.908 -0.438
O -2.581 -0.906 -0.722
N 1.823 0.928 0.045
C 2.127 1.879 -0.761
C 3.337 2.749 -0.687
C 4.486 2.266 -0.040
C 3.367 4.034 -1.259
C 5.656 3.035 0.007
H 4.428 1.274 0.415
C 4.528 4.812 -1.196
H 2.480 4.437 -1.748
C 5.678 4.315 -0.568
H 6.548 2.624 0.489
H 4.548 5.811 -1.642
H 6.591 4.915 -0.522
N -1.047 -4.282 1.421
C -1.271 -3.559 0.324
N -2.202 -3.934 -0.548
S -0.151 -2.262 -0.196
H -1.560 -5.148 1.554
H -0.380 -4.013 2.134
H -2.481 -3.297 -1.287
H -2.720 -4.800 -0.439


Q: Which value of energy does entry 5 give?
A: -240304.5392 eV